# C30H19F5IN4O3RuS

A structure of composition C30H19F5IN4O3RuS (the ωB97M-V functional and the def2-TZVPD basis, OMol25).

Element x y z (Å)
Ru1 -0.2034 -0.1769 0.1882
C1 1.6446 0.7060 2.7500
N1 1.6340 0.4168 1.3453
C2 2.7338 0.3794 0.6707
C3 2.7193 0.0217 -0.6874
C4 3.7784 -0.1716 -1.6129
C5 3.1905 -0.5669 -2.7916
C6 1.7987 -0.5973 -2.5522
N2 1.5235 -0.2584 -1.3019
C7 0.9481 2.0194 3.0403
C8 -0.2387 2.0480 3.7611
C9 -0.8124 3.2583 4.1120
C10 -0.2188 4.4469 3.7216
C11 0.9397 4.4224 2.9642
C12 1.5237 3.2147 2.6252
H1 2.6810 0.7492 3.1267
H2 1.1127 -0.0989 3.2740
H3 3.6930 0.5748 1.1572
H4 4.8219 -0.0483 -1.4057
H5 3.6702 -0.8094 -3.7192
H6 1.0305 -0.8482 -3.2605
H7 -0.7068 1.1213 4.0598
H8 -1.7179 3.2743 4.7003
H9 -0.6619 5.3904 4.0052
H10 1.3962 5.3430 2.6366
H11 2.4275 3.2059 2.0362
I1 -0.5576 -3.1756 -1.6890
C13 -1.7913 -1.5107 -2.1481
C14 -2.9697 -1.6883 -2.8338
C15 -3.6570 -0.5468 -3.2330
C16 -3.0906 0.6968 -2.9754
C17 -1.8938 0.7664 -2.2887
N3 -1.2708 -0.3296 -1.8296
H12 -3.3356 -2.6786 -3.0584
H13 -4.5942 -0.6383 -3.7591
H14 -3.5493 1.6080 -3.3244
H15 -1.3962 1.7150 -2.1278
O1 -2.0242 1.0599 1.3857
C18 -1.5928 2.1251 0.9176
N4 -0.5561 2.1502 0.0952
S1 -0.2710 3.6696 -0.4923
O2 1.0773 4.0850 -0.2471
O3 -0.7380 3.7398 -1.8535
C19 -1.4803 4.4744 0.5612
C20 -1.8428 5.7931 0.6927
C21 -2.9239 6.0897 1.5155
C22 -3.6120 5.0827 2.1791
C23 -3.2356 3.7549 2.0404
C24 -2.1613 3.4618 1.2165
H16 -1.3074 6.5677 0.1679
H17 -3.2384 7.1159 1.6349
H18 -4.4538 5.3396 2.8061
H19 -3.7572 2.9533 2.5389
F1 -3.1823 -1.6531 1.0402
C25 -2.1516 -2.3752 1.5244
C26 -0.8641 -1.8709 1.3853
C27 0.1547 -2.7025 1.8373
F2 1.4379 -2.2994 1.6424
C28 -0.0617 -3.9388 2.4235
F3 0.9647 -4.6873 2.8450
C29 -1.3679 -4.4030 2.5534
F4 -1.6051 -5.5942 3.1121
C30 -2.4185 -3.6219 2.0833
F5 -3.6738 -4.0843 2.1594

The calculation puts the energy above the lowest of the compared OMol25 structures with the same formula, charge and spin at 0.479 eV. As for the total energy: -2889.3369 hartree. For the HOMO-LUMO gap (spin up / spin down), the calculation gives 7.5 / 5.8 eV. The multiplicity is 6.